No. 1
DFT (ωB97M-V/def2-TZVPD) results for C49H106AsF6N6O6 as an isolated structure at a distorted geometry.

Positions of all 174 atoms, in Å:
As1 -25.28168 32.39503 33.60614
F1 -25.26492 32.67144 35.38220
F2 -26.77824 31.46202 33.84701
F3 -25.50664 32.30430 31.79532
F4 -23.67249 33.20341 33.40938
F5 -24.47281 30.74574 33.63957
F6 -26.03653 34.00630 33.45433
C1 -22.87761 18.36436 37.30411
C2 -23.99503 19.15434 37.91797
C3 -23.44301 19.66897 39.29060
C4 -22.23472 20.50403 39.27610
C5 -22.07344 21.35265 38.06613
C6 -23.40404 21.64698 37.27934
N1 -24.17117 20.32022 37.05792
O1 -25.04957 20.28270 36.00395
C7 -23.02390 22.23738 35.92061
C8 -24.30853 22.60407 38.10729
C9 -25.27278 18.36410 38.16695
H1 -23.28176 17.91699 36.39602
H2 -22.53033 17.58128 37.97812
H3 -21.95737 18.93405 37.17486
H4 -23.24553 18.85566 39.98891
H5 -24.18733 20.24200 39.84353
H6 -21.41276 19.79281 39.19455
H7 -22.11315 21.02099 40.22797
H8 -21.31689 20.90347 37.42273
H9 -21.54664 22.28884 38.25083
H10 -23.84748 22.49122 35.25324
H11 -22.45759 21.48865 35.36672
H12 -22.49250 23.18219 36.03485
H13 -23.74034 23.31231 38.71032
H14 -24.87693 22.06127 38.86254
H15 -25.02105 23.09516 37.44453
H16 -25.79960 18.09665 37.25097
H17 -26.02766 18.92165 38.72138
H18 -25.08552 17.46300 38.75093
C10 -19.67895 25.01623 26.94151
C11 -19.00265 26.36173 26.57156
C12 -19.78462 27.59003 27.12292
C13 -19.58330 27.74412 28.58965
C14 -18.16350 27.96520 28.93499
C15 -17.17496 26.79387 28.53240
N2 -17.50570 26.37220 27.14262
O2 -16.63831 25.42030 26.57135
C16 -17.38621 25.61763 29.53798
C17 -15.73654 27.36086 28.56532
C18 -18.80561 26.43729 25.06196
H19 -19.83607 24.79520 27.99724
H20 -19.04350 24.19207 26.61737
H21 -20.64179 24.85442 26.45690
H22 -20.84306 27.65006 26.86957
H23 -19.39486 28.48890 26.64519
H24 -20.06666 26.89974 29.08109
H25 -20.08022 28.65469 28.92434
H26 -18.16817 28.36950 29.94722
H27 -17.77652 28.89418 28.51624
H28 -16.92084 24.66064 29.30196
H29 -18.45151 25.52295 29.74835
H30 -16.90307 25.78537 30.50056
H31 -15.46898 27.98101 29.42085
H32 -15.48493 27.89615 27.64976
H33 -15.00443 26.55339 28.55541
H34 -18.25189 27.34877 24.83679
H35 -19.65191 26.66268 24.41304
H36 -18.12250 25.70453 24.63239
C19 -30.37339 25.70994 31.43720
C20 -30.72925 25.28710 30.00134
C21 -31.85137 24.23119 29.98718
C22 -33.25903 24.78728 30.47204
C23 -33.74261 25.78601 29.45538
C24 -32.70584 27.04161 29.25262
N3 -31.28023 26.48393 29.15581
O3 -30.38286 27.47592 28.77347
C25 -32.82596 27.98267 30.43715
C26 -33.06799 27.77546 27.95706
C27 -29.43502 24.65253 29.28133
H37 -30.03879 24.84627 32.01185
H38 -31.17286 26.11936 32.05472
H39 -29.62843 26.49634 31.55843
H40 -31.60427 23.35830 30.59143
H41 -32.01046 23.86708 28.97219
H42 -33.28657 25.20343 31.47909
H43 -33.96474 23.95915 30.40669
H44 -34.72751 26.09436 29.80609
H45 -33.93807 25.34026 28.48008
H46 -33.79419 28.40036 30.71313
H47 -32.28126 28.92652 30.41369
H48 -32.55734 27.48710 31.37007
H49 -32.34257 28.53227 27.65851
H50 -34.03897 28.18774 28.23150
H51 -33.18543 27.21478 27.02973
H52 -28.64261 25.39329 29.38831
H53 -29.60419 24.55763 28.20872
H54 -29.13367 23.69847 29.71384
C28 -32.47483 31.13008 41.84928
C29 -32.47981 31.96848 40.49340
C30 -33.81089 32.76393 40.37472
C31 -33.91422 34.04044 41.20480
C32 -32.77909 34.96541 40.62446
C33 -31.36298 34.44592 40.78971
N4 -31.30128 32.94503 40.34792
O4 -30.03094 32.35289 40.23738
C34 -30.86307 34.43418 42.23441
C35 -30.37319 35.25243 39.95973
C36 -32.45812 31.14413 39.16309
H55 -32.86083 31.80095 42.61676
H56 -31.50851 30.73017 42.15649
H57 -33.17867 30.30415 41.74656
H58 -34.52835 32.08206 40.83126
H59 -34.05192 33.01643 39.34214
H60 -33.75074 33.86407 42.26794
H61 -34.83805 34.60073 41.06089
H62 -32.83878 35.98653 41.00108
H63 -32.96191 35.15270 39.56635
H64 -31.53511 33.81937 42.83315
H65 -30.79726 35.40232 42.73087
H66 -29.87986 33.97247 42.32499
H67 -30.54021 36.31330 40.14621
H68 -30.54038 35.13880 38.88863
H69 -29.31477 35.06558 40.14120
H70 -32.57288 31.69513 38.22963
H71 -33.28493 30.43498 39.12335
H72 -31.59006 30.48795 39.09985
C37 -20.59728 37.39477 26.96685
C38 -21.74749 37.95152 26.19602
N5 -23.15272 37.29855 26.41743
C39 -22.89860 35.89852 25.86632
C40 -23.55782 37.20741 27.94045
C41 -23.26447 38.45239 28.83026
C42 -24.25310 37.98176 25.57130
C43 -25.55125 37.21454 25.28705
O5 -26.12387 36.79034 26.48111
C44 -27.24067 35.90112 26.59997
H73 -20.19235 36.43277 26.65269
H74 -20.79315 37.36227 28.03862
H75 -19.81797 38.15366 27.03666
H76 -21.57424 37.86148 25.12364
H77 -21.90096 39.01375 26.38626
H78 -21.99913 35.41599 26.24869
H79 -22.79419 36.18292 24.81926
H80 -23.79350 35.33349 26.12707
H81 -22.99365 36.40672 28.41871
H82 -24.58678 36.89727 28.12247
H83 -23.50567 39.38925 28.32805
H84 -22.20236 38.60883 29.01881
H85 -23.78040 38.34405 29.78430
H86 -23.76545 38.43752 24.70957
H87 -24.60512 38.91293 26.01526
H88 -25.34126 36.37406 24.62552
H89 -26.15692 37.93281 24.73445
H90 -27.04383 35.03690 25.96556
H91 -28.13426 36.37661 26.19560
H92 -27.53570 35.70494 27.63078
C45 -31.20532 43.22582 31.27768
N6 -32.23360 42.11969 30.95718
C46 -31.49460 40.86701 31.48458
C47 -33.47339 42.38885 31.87258
C48 -32.48664 42.06353 29.43736
C49 -33.03597 43.32758 28.79467
O6 -34.18035 43.77338 29.37977
H93 -30.85837 43.19057 32.31038
H94 -31.58068 44.19496 30.94909
H95 -30.36662 42.95482 30.63639
H96 -30.49904 40.83377 31.04200
H97 -31.93983 39.90615 31.22650
H98 -31.50299 40.95533 32.57096
H99 -34.26306 41.93734 31.27204
H100 -33.57824 43.47272 31.92098
H101 -33.37706 41.93123 32.85714
H102 -33.15111 41.20080 29.38974
H103 -31.58390 41.86907 28.85826
H104 -33.26523 43.02060 27.77423
H105 -32.31261 44.13163 28.65914
H106 -34.38792 44.63962 29.02177

Output
Strongest force on any atom   9.5 eV Å⁻¹
Frontier orbital gap   5.42 eV
Net charge   +5

***

No. 2
DFT (ωB97M-V/def2-TZVPD) results for a 8-piece molecular cluster, C49H109BN7O21 overall at a distorted geometry.

Positions of all 187 atoms, in Å:
O1 1.77153 -3.74382 1.79453
C1 1.40641 -2.58024 1.79350
O2 1.98228 -1.52112 1.25226
B1 1.05240 -0.35006 1.34248
O3 0.09738 -0.75731 2.33690
C2 0.06606 -2.08705 2.50816
O4 -0.71220 -2.74165 3.21281
O5 0.30327 -0.07047 0.12495
C3 0.47129 1.11062 -0.27250
O6 0.17112 1.54461 -1.37620
C4 1.52211 1.74179 0.62348
O7 1.71847 0.92731 1.62027
O8 2.12994 2.84366 0.47738
C5 2.87904 1.47319 -3.28435
C6 2.74213 -0.00415 -3.67413
C7 2.88600 -0.85250 -2.45315
C8 2.42219 -2.35616 -2.54072
C9 0.98758 -2.37593 -3.06037
C10 0.80710 -1.50042 -4.35096
N1 1.37582 -0.11976 -4.25793
O9 1.10394 0.64786 -5.31941
C11 1.37474 -2.35575 -5.47154
C12 -0.76627 -1.41386 -4.63009
C13 3.86606 -0.35809 -4.67558
H1 1.97206 1.84293 -2.80603
H2 3.04591 2.07173 -4.17989
H3 3.64453 1.73214 -2.55286
H4 3.90299 -0.77551 -2.06857
H5 2.32560 -0.44952 -1.60956
H6 2.41881 -2.77753 -1.53547
H7 3.13936 -2.93184 -3.12584
H8 0.40381 -1.87947 -2.28523
H9 0.66116 -3.41509 -3.10151
H10 0.59720 -3.07472 -5.72964
H11 1.43381 -1.77269 -6.39060
H12 2.33930 -2.80670 -5.23835
H13 -1.30355 -2.33492 -4.40408
H14 -1.11045 -0.70951 -3.87278
H15 -0.95104 -0.96597 -5.60648
H16 4.87553 -0.11735 -4.34225
H17 3.82078 0.12188 -5.65317
H18 4.07848 -1.36473 -5.03564
H19 0.21777 0.94991 -5.10717
C14 -10.19280 1.52735 1.08959
O10 -9.09420 1.23699 0.18327
C15 -9.22755 1.56704 -1.16227
C16 -7.86028 1.40810 -2.00555
N2 -7.29574 0.11063 -1.95110
C17 -6.29901 0.04271 -3.06403
C18 -4.92583 0.63032 -2.63496
O11 -4.34705 -0.43645 -1.84001
C19 -3.11518 -0.06473 -1.23383
H20 -10.86002 0.67177 1.19401
H21 -10.95786 2.13276 0.60353
H22 -9.82210 1.95479 2.02123
H23 -9.55653 2.60617 -1.15341
H24 -10.11990 1.15300 -1.63172
H25 -7.28987 2.27263 -1.66595
H26 -8.34898 1.50741 -2.97478
H27 -8.05341 -0.47688 -2.26871
H28 -6.64950 0.58131 -3.94446
H29 -6.16402 -0.95452 -3.48285
H30 -4.93879 1.54880 -2.04816
H31 -4.16692 0.73878 -3.40982
H32 -2.80124 -0.84516 -0.54067
H33 -3.09959 0.90742 -0.74110
H34 -2.37497 0.18469 -1.99408
C20 1.02917 7.31360 -1.01808
O12 -0.07084 6.80732 -1.86479
C21 -0.06246 5.36323 -1.83206
C22 -1.35230 4.67474 -1.24662
N3 -1.63090 5.09756 0.13303
C23 -0.67607 4.56331 1.13608
C24 -0.80108 5.35735 2.40698
O13 -0.17747 6.66099 2.22673
C25 -0.65247 7.49277 3.23331
H35 0.80595 8.37821 -0.94813
H36 2.03597 7.28521 -1.43480
H37 1.14230 6.81208 -0.05695
H38 0.92004 4.96754 -1.57475
H39 0.05697 4.88875 -2.80607
H40 -1.16677 3.60423 -1.33438
H41 -2.13760 4.92407 -1.96022
H42 -1.62463 6.10106 0.24725
H43 0.33548 4.52360 0.73200
H44 -0.97606 3.51825 1.21328
H45 -0.40032 4.77347 3.23558
H46 -1.87995 5.42855 2.54505
H47 -1.72118 7.70221 3.18749
H48 -0.19897 8.47512 3.10137
H49 -0.53017 7.24337 4.28732
C26 -4.00000 2.74010 2.16672
O14 -4.15951 1.41892 2.75611
C27 -3.02249 0.70696 2.62520
C28 -3.26295 -0.47736 3.57936
N4 -4.58680 -1.09245 3.34636
C29 -4.93206 -2.28147 4.23140
C30 -3.70929 -3.10406 4.68522
O15 -3.99485 -4.42976 5.23417
C31 -2.89920 -5.32424 5.71815
H50 -4.97595 3.07861 1.81883
H51 -3.28992 2.89737 1.35484
H52 -3.54118 3.39816 2.90465
H53 -2.14303 1.31865 2.82641
H54 -3.01952 0.30053 1.61381
H55 -3.05755 -0.28871 4.63307
H56 -2.42681 -1.11653 3.29576
H57 -4.39916 -1.55101 2.46624
H58 -5.47958 -2.91361 3.53231
H59 -5.61852 -2.19494 5.07365
H60 -3.21262 -2.50005 5.44455
H61 -3.00572 -3.25605 3.86669
H62 -3.36729 -6.24128 6.07596
H63 -2.31858 -4.82255 6.49229
H64 -2.17640 -5.62317 4.95901
C32 4.64722 7.91573 5.41087
O16 5.11556 8.14602 4.06560
C33 4.06483 8.03219 3.04429
C34 3.63899 6.46258 2.73187
N5 4.78245 5.86355 2.07395
C35 4.75417 4.37788 2.23136
C36 5.81054 3.62975 1.32448
O17 5.98432 2.28049 1.89446
C37 4.80515 1.41686 1.63820
H65 5.42416 8.20522 6.11844
H66 4.41315 6.85192 5.45114
H67 3.83375 8.63427 5.51124
H68 4.63831 8.46089 2.22244
H69 3.17110 8.61582 3.26504
H70 2.77856 6.27993 2.08813
H71 3.32979 5.88045 3.59998
H72 5.57162 6.30360 2.52525
H73 3.81087 3.91298 1.94475
H74 4.88081 4.20863 3.30067
H75 6.77169 4.12632 1.19143
H76 5.54289 3.51274 0.27435
H77 4.39718 1.63103 0.65038
H78 4.03130 1.65813 2.36693
H79 4.94078 0.33768 1.70940
C38 8.56582 -6.71775 4.52389
O18 8.95163 -5.51607 3.76445
C39 8.24651 -5.45838 2.56783
C40 6.77393 -4.94262 2.87425
N6 5.97283 -5.07545 1.65006
C41 4.94499 -4.01241 1.54716
C42 4.59968 -3.73540 0.06837
O19 5.85087 -3.40380 -0.65023
C43 5.61826 -3.35719 -2.07854
H80 9.27946 -6.81416 5.34213
H81 8.61729 -7.66154 3.98101
H82 7.61504 -6.68887 5.05612
H83 8.19030 -6.44214 2.10183
H84 8.75657 -4.75544 1.90918
H85 6.98951 -3.89806 3.09902
H86 6.36363 -5.34241 3.80157
H87 6.49725 -4.88069 0.80914
H88 5.10894 -3.13958 2.17913
H89 4.01478 -4.41898 1.94403
H90 4.01839 -2.81459 0.02034
H91 4.08487 -4.56027 -0.42425
H92 6.59647 -3.25228 -2.54778
H93 5.19504 -2.38733 -2.34001
H94 5.21492 -4.22888 -2.59388
C44 -2.78085 -4.17267 1.31099
O20 -3.10720 -4.58748 -0.03753
C45 -1.95148 -4.61205 -0.92150
C46 -2.29363 -4.06798 -2.34163
N7 -3.70514 -4.38810 -2.67840
C47 -4.12366 -3.69350 -3.82896
C48 -3.51310 -4.26897 -5.13925
O21 -3.88279 -5.67604 -5.13200
C49 -3.21869 -6.34401 -6.15004
H95 -1.97552 -4.76774 1.74163
H96 -3.61839 -4.08500 2.00303
H97 -2.46389 -3.13773 1.18238
H98 -1.73606 -5.66130 -1.12340
H99 -1.05702 -4.12198 -0.53696
H100 -1.58975 -4.56835 -3.00666
H101 -1.98329 -3.02313 -2.35132
H102 -3.49423 -5.33154 -2.97086
H103 -3.72720 -2.67975 -3.77209
H104 -5.18267 -3.51931 -4.01936
H105 -2.44264 -4.27284 -4.93384
H106 -3.77614 -3.68476 -6.02108
H107 -2.15771 -6.27075 -5.91118
H108 -3.26423 -5.94072 -7.16167
H109 -3.43803 -7.41156 -6.16825

Output
Strongest force on any atom   5.7 eV Å⁻¹
Frontier orbital gap   8.27 eV
Net charge   -1